C34H29ClN2O2P2V as an isolated structure. Source: the Open Molecules 2025 dataset; level of theory: the ωB97M-V functional and the def2-TZVPD basis.

Highest occupied orbital energy (spin up / spin down) ... -11.69 / -10.94 eV
M ... 645.96 Da
Orbital gap (spin up / spin down) ... 0.3217 / 0.2840 Eh
Total energy ... -3659.6437 Ha

```
! RIJCOSX wB97M-V def2-TZVPD def2/J DEFGRID3
* xyz 1 3
V 0.0436 -0.0446 -0.0228
C 2.0079 1.9692 1.3216
N 2.0100 2.0250 -0.1537
P 2.2434 0.3719 -0.6872
C 3.9211 0.0742 -0.0556
C 4.8092 1.1433 0.0513
C 6.0737 0.9352 0.5657
C 6.4626 -0.3380 0.9536
C 5.5924 -1.4075 0.8128
C 4.3160 -1.2059 0.3129
C 2.5472 0.4190 -2.4714
C 3.2656 1.4115 -3.1261
C 3.4822 1.3057 -4.4874
C 2.9963 0.2136 -5.1875
C 2.2985 -0.7889 -4.5325
C 2.0755 -0.6892 -3.1719
P 0.3376 2.3228 -0.5881
C 0.1966 4.0638 -0.0461
C -1.0783 4.5679 0.1826
C -1.2510 5.8947 0.5348
C -0.1504 6.7262 0.6600
C 1.1237 6.2257 0.4439
C 1.3034 4.9019 0.0862
C 0.3870 2.5275 -2.4002
C -0.2749 1.5725 -3.1697
C -0.2873 1.6742 -4.5493
C 0.3454 2.7392 -5.1694
C 0.9767 3.7092 -4.4075
C 1.0045 3.6060 -3.0277
H 2.9819 1.6405 1.6894
H 1.2363 1.2596 1.7110
H 1.7918 2.9616 1.7201
H 4.4970 2.1338 -0.2473
H 6.7540 1.7677 0.6695
H 7.4483 -0.4917 1.3664
H 5.9108 -2.3969 1.1035
H 3.6228 -2.0317 0.2124
H 3.6315 2.2658 -2.5780
H 4.0371 2.0731 -5.0056
H 3.1697 0.1396 -6.2488
H 1.9369 -1.6446 -5.0817
H 1.5389 -1.4637 -2.6297
H -1.9329 3.9091 0.0936
H -2.2426 6.2770 0.7191
H -0.2853 7.7619 0.9310
H 1.9818 6.8704 0.5570
H 2.2994 4.5142 -0.0728
H -0.7768 0.7406 -2.6722
H -0.7926 0.9211 -5.1349
H 0.3391 2.8115 -6.2458
H 1.4504 4.5486 -4.8935
H 1.5036 4.3646 -2.4430
N -8.0882 1.1662 1.7310
C -6.9923 0.8958 1.5442
C -5.6520 0.4914 1.3191
C -4.8031 1.2227 0.4871
C -3.5106 0.7845 0.2674
C -3.0744 -0.3904 0.8717
C -3.9069 -1.1105 1.7221
C -5.1982 -0.6742 1.9377
H -5.1568 2.1276 0.0196
H -2.8305 1.3636 -0.3525
H -3.5323 -2.0035 2.2004
H -5.8582 -1.2283 2.5876
Cl -3.4638 -2.7540 -1.1602
C -2.2838 -1.4834 -1.6678
C -1.3331 -1.2434 -0.5476
O -0.1816 -1.7702 -0.5046
O -1.7765 -0.8504 0.7078
H -2.8725 -0.6075 -1.9543
H -1.7119 -1.8766 -2.5122
*
```